Here is 2 unconnected molecules or ions with the total composition C3H4ClNO2 from OMol25. Energies are from wB97M-V/def2-TZVPD.

CARTESIAN COORDINATES (ANGSTROEM)
1 Cl 3.8921 -1.1206 -0.1268
2 O 4.6115 1.3339 0.3069
3 O 0.3068 0.9017 -0.2128
4 N -2.6413 -0.8933 0.3263
5 C -0.3973 -0.2735 -0.4782
6 C -1.4629 -0.7361 0.1104
7 C 3.8039 0.6093 -0.1707
8 H 0.1198 -0.8704 -1.0793
9 H -2.8673 -1.3978 1.1585
10 H 2.9621 1.0423 -0.6138
11 H -0.2231 1.1641 0.5486

Forces on atoms 1 to 3 (eV/Å):
-0.0654 -0.3896 -0.0845
0.5354 -0.4354 0.1980
-1.3820 -0.6621 0.8681

Values from the calculation:
HOMO	-8.723	eV
orbital gap	9.13	eV
energy relative to the best compared isomer or geometry (same formula, charge and spin)	294.2	kJ/mol
molecular weight	121.52	g mol⁻¹
structure (SMILES)	N=C=CO.O=CCl
lowest unoccupied orbital energy	0.015	Ha